A cluster of 3 separate species, C11H18I2O7S in total, computed with wB97M-V/def2-TZVPD.

Each atom is followed by the atoms it is bonded to, with distances in Å.
Element x y z (Å)
1 C 4.32 1.72 -0.86  C2 1.559, H10 1.095, H11 1.101, H12 1.104
2 C 3.63 0.72 -1.83  C1 1.559, I3 2.173, C4 1.577, H13 1.094
3 I 3.15 1.71 -3.70  C2 2.173
4 C 2.37 0.04 -1.15  C2 1.577, I5 2.200, O6 1.413, H14 1.093
5 I 2.58 -2.14 -1.40  C4 2.200
6 O 1.15 0.38 -1.78  C4 1.413, S7 1.655
7 S 0.19 1.48 -1.00  O6 1.655, O8 1.480, O9 1.673
8 O 0.75 1.90 0.31  S7 1.480
9 O 0.33 2.86 -1.94  S7 1.673, H15 0.966
10 H 4.44 2.73 -1.27  C1 1.095
11 H 5.32 1.35 -0.58  C1 1.101
12 H 3.78 1.81 0.10  C1 1.104
13 H 4.37 -0.05 -2.07  C2 1.094
14 H 2.42 0.20 -0.07  C4 1.093
15 H 1.21 3.21 -1.78  O9 0.966
16 O 2.23 -6.53 0.31  C17 1.194
17 C 1.23 -6.01 0.71  O16 1.194, O18 1.356, C21 1.510
18 O 1.17 -4.72 1.11  C17 1.356, C19 1.436
19 C -0.14 -4.44 1.63  O18 1.436, C20 1.517, H22 1.093, H23 1.089
20 C -1.05 -5.48 1.02  C19 1.517, C21 1.522, H24 1.089, H25 1.092
21 C -0.12 -6.68 0.89  C17 1.510, C20 1.522, H26 1.091, H27 1.087
22 H -0.10 -4.50 2.72  C19 1.093
23 H -0.43 -3.42 1.35  C19 1.089
24 H -1.94 -5.68 1.62  C20 1.089
25 H -1.38 -5.16 0.03  C20 1.092
26 H -0.09 -7.28 1.80  C21 1.091
27 H -0.36 -7.29 0.03  C21 1.087
28 O -4.53 5.00 -1.62  C29 1.194
29 C -4.04 4.62 -0.60  O28 1.194, O30 1.357, C33 1.510
30 O -4.75 4.43 0.54  C29 1.357, C31 1.437
31 C -3.85 4.07 1.61  O30 1.437, C32 1.517, H34 1.093, H35 1.089
32 C -2.62 3.51 0.93  C31 1.517, C33 1.521, H36 1.089, H37 1.093
33 C -2.58 4.31 -0.36  C29 1.510, C32 1.521, H38 1.091, H39 1.086
34 H -3.64 4.97 2.20  C31 1.093
35 H -4.34 3.34 2.26  C31 1.089
36 H -1.72 3.60 1.54  C32 1.089
37 H -2.77 2.46 0.70  C32 1.093
38 H -2.04 5.25 -0.24  C33 1.091
39 H -2.16 3.74 -1.18  C33 1.086

Output
Net charge: 0
Frontier orbital gap: 0.360 hartree
Relative energy (zero: lowest compared OMol25 entry of this formula, charge and spin): 49.9 kJ/mol
Calculated total energy: -1950.1772 hartree

Results of the Mulliken charge analysis, in e, for atoms 1 through 5: atom 1 (C): -1.01, atom 2 (C): -0.47, atom 3 (I): 0.11, atom 4 (C): -0.49, atom 5 (I): 0.03